No. 1
{
  "formula": "C50H31F14NO3P2Pt",
  "method": "ωB97M-V/def2-TZVPD",
  "max_force_ev_per_a": 2.7,
  "homo_energy_ha": -0.2910,
  "de_lowest_ev": 0.666,
  "spin_multiplicity": 1,
  "symbols": ["Pt", "O", "C", "O", "C", "C", "C", "C", "C", "C", "C", "C", "C", "N", "H", "H", "H", "H", "H", "H", "F", "C", "F", "F", "C", "C", "C", "C", "C", "C", "P", "C", "C", "C", "C", "C", "C", "C", "F", "F", "F", "C", "C", "C", "C", "C", "C", "C", "F", "F", "F", "H", "H", "H", "H", "H", "H", "H", "H", "H", "H", "H", "H", "F", "C", "C", "F", "C", "F", "C", "O", "C", "F", "C", "F", "C", "P", "C", "C", "C", "C", "C", "C", "C", "C", "C", "C", "C", "C", "H", "H", "H", "H", "H", "H", "H", "H", "H", "H", "H", "H", "H"],
  "xyz": [[-0.52, -0.48, 0.74], [-3.49, -2.49, 2.99], [-2.71, -1.71, 2.47], [-1.49, -1.88, 2.24], [-3.29, -0.34, 2.02], [-4.58, -0.01, 2.46], [-5.15, 1.16, 2.02], [-4.41, 2.00, 1.16], [-4.94, 3.19, 0.63], [-4.18, 3.99, -0.19], [-2.86, 3.63, -0.50], [-2.33, 2.46, -0.02], [-3.09, 1.61, 0.80], [-2.58, 0.43, 1.24], [-5.09, -0.71, 3.10], [-6.15, 1.45, 2.31], [-5.94, 3.48, 0.90], [-4.60, 4.89, -0.60], [-2.27, 4.29, -1.11], [-1.31, 2.18, -0.24], [1.93, 7.65, 0.28], [1.82, 6.98, -0.87], [2.86, 7.33, -1.63], [0.72, 7.47, -1.49], [1.70, 5.49, -0.67], [0.97, 5.00, 0.40], [0.81, 3.63, 0.54], [1.36, 2.76, -0.39], [2.10, 3.27, -1.46], [2.28, 4.63, -1.60], [1.13, 0.95, -0.27], [2.78, 0.41, 0.26], [3.06, -0.96, 0.30], [4.18, -1.44, 0.94], [5.05, -0.54, 1.55], [4.81, 0.83, 1.49], [3.68, 1.30, 0.84], [6.20, -1.04, 2.37], [7.25, -0.20, 2.37], [5.84, -1.19, 3.65], [6.67, -2.23, 1.96], [1.05, 0.57, -2.07], [-0.24, 0.57, -2.59], [-0.48, 0.26, -3.91], [0.59, -0.08, -4.73], [1.89, -0.09, -4.24], [2.12, 0.23, -2.91], [0.31, -0.52, -6.14], [1.34, -0.34, -6.97], [-0.75, 0.11, -6.68], [0.02, -1.84, -6.18], [0.55, 5.68, 1.12], [0.27, 3.23, 1.38], [2.56, 2.60, -2.17], [2.86, 5.03, -2.42], [2.34, -1.65, -0.14], [4.38, -2.50, 1.00], [5.50, 1.51, 1.96], [3.48, 2.35, 0.82], [-1.07, 0.81, -1.94], [-1.49, 0.26, -4.30], [2.71, -0.36, -4.89], [3.13, 0.21, -2.52], [3.52, -0.62, 6.47], [2.89, -0.17, 5.38], [2.73, 1.19, 5.16], [3.24, 2.07, 6.03], [2.03, 1.64, 4.05], [1.89, 2.97, 3.86], [1.45, 0.76, 3.10], [0.77, 1.18, 2.09], [1.71, -0.60, 3.34], [1.26, -1.49, 2.42], [2.39, -1.07, 4.44], [2.57, -2.39, 4.60], [0.38, -2.91, -1.93], [-0.92, -2.38, -0.74], [-2.43, -2.33, -1.74], [-3.63, -2.19, -1.04], [-4.84, -2.21, -1.71], [-4.87, -2.34, -3.09], [-3.67, -2.45, -3.79], [-2.46, -2.45, -3.13], [-1.08, -3.89, 0.25], [-0.04, -4.15, 1.14], [-0.12, -5.24, 1.99], [-1.22, -6.08, 1.94], [-2.24, -5.83, 1.04], [-2.18, -4.74, 0.20], [0.05, -3.81, -2.44], [1.30, -3.12, -1.39], [0.57, -2.13, -2.66], [-3.61, -2.09, 0.03], [-5.76, -2.12, -1.15], [-5.81, -2.38, -3.62], [-3.68, -2.55, -4.87], [-1.55, -2.55, -3.69], [0.80, -3.48, 1.18], [0.67, -5.41, 2.71], [-1.30, -6.91, 2.62], [-3.09, -6.49, 0.99], [-3.00, -4.53, -0.47]]
}

No. 2
{
  "formula": "C50H31I4N5S2W",
  "method": "ωB97M-V/def2-TZVPD",
  "max_force_ev_per_a": 1.4,
  "homo_energy_ha": [-0.2102, -0.2693],
  "de_lowest_ev": 0.000,
  "spin_multiplicity": 3,
  "symbols": ["W", "I", "C", "C", "C", "C", "C", "C", "C", "C", "C", "C", "C", "C", "C", "C", "C", "C", "I", "C", "C", "C", "N", "C", "C", "C", "C", "C", "C", "I", "C", "C", "C", "C", "C", "C", "N", "C", "C", "C", "C", "C", "N", "C", "C", "C", "C", "I", "C", "C", "C", "C", "N", "H", "H", "H", "H", "H", "H", "H", "H", "H", "H", "H", "H", "H", "H", "H", "H", "H", "H", "H", "H", "H", "H", "H", "H", "S", "C", "C", "C", "C", "C", "C", "S", "H", "H", "H", "H", "N", "H", "H", "H"],
  "xyz": [[-0.17, -0.10, -0.09], [-3.54, 7.88, 4.78], [-2.75, 6.26, 3.69], [-3.32, 5.00, 3.83], [-2.77, 3.92, 3.17], [-1.65, 4.09, 2.35], [-1.11, 5.37, 2.20], [-1.65, 6.45, 2.87], [-1.03, 2.93, 1.66], [-0.55, 1.87, 2.43], [-0.49, 1.85, 3.84], [-0.09, 0.59, 4.21], [0.11, -0.15, 3.02], [0.52, -1.49, 3.00], [0.61, -2.22, 4.30], [1.86, -2.48, 4.84], [1.98, -3.17, 6.04], [0.83, -3.59, 6.69], [1.01, -4.65, 8.51], [-0.42, -3.34, 6.17], [-0.53, -2.64, 4.97], [1.01, -2.11, 1.88], [1.23, -1.47, 0.66], [2.05, -2.33, -0.05], [2.68, -2.01, -1.23], [3.74, -2.91, -1.74], [4.77, -3.33, -0.90], [5.78, -4.17, -1.35], [5.78, -4.57, -2.67], [7.32, -5.83, -3.37], [4.78, -4.17, -3.53], [3.76, -3.35, -3.07], [2.35, -0.83, -1.94], [3.01, -0.37, -3.10], [2.27, 0.67, -3.60], [1.19, 0.88, -2.73], [1.25, -0.01, -1.67], [0.25, 1.93, -2.88], [-0.38, 2.47, -1.79], [-1.26, 3.61, -1.82], [-1.57, 3.91, -0.55], [-0.93, 2.94, 0.29], [-0.23, 2.02, -0.48], [0.02, 2.43, -4.25], [0.07, 3.78, -4.59], [-0.16, 4.21, -5.89], [-0.42, 3.27, -6.88], [-0.72, 3.90, -8.87], [-0.45, 1.92, -6.58], [-0.24, 1.51, -5.27], [2.17, -3.58, 0.66], [1.53, -3.44, 1.84], [-0.14, 0.65, 1.91], [-4.20, 4.86, 4.45], [-3.21, 2.94, 3.27], [-0.25, 5.51, 1.56], [-1.22, 7.43, 2.76], [-0.73, 2.68, 4.49], [0.07, 0.21, 5.20], [2.75, -2.15, 4.32], [2.96, -3.37, 6.46], [-1.31, -3.68, 6.68], [-1.51, -2.44, 4.55], [4.79, -2.98, 0.13], [6.56, -4.49, -0.67], [4.79, -4.48, -4.57], [2.96, -3.07, -3.74], [3.94, -0.75, -3.48], [2.47, 1.26, -4.48], [-1.61, 4.10, -2.71], [-2.19, 4.71, -0.19], [0.32, 4.52, -3.84], [-0.13, 5.26, -6.13], [-0.64, 1.18, -7.35], [-0.31, 0.46, -5.03], [2.68, -4.45, 0.28], [1.40, -4.17, 2.62], [-2.15, 0.25, -1.56], [-3.49, -0.74, -1.01], [-4.71, -0.67, -1.68], [-5.79, -1.42, -1.23], [-5.64, -2.25, -0.12], [-4.43, -2.31, 0.54], [-3.35, -1.55, 0.11], [-1.84, -1.59, 1.01], [-4.80, -0.02, -2.54], [-6.74, -1.35, -1.74], [-6.48, -2.84, 0.22], [-4.31, -2.95, 1.41], [-0.44, -2.20, -1.59], [-0.91, -2.90, -1.02], [0.38, -2.63, -2.00], [-1.07, -1.94, -2.34]]
}